[1]
Computed, not measured: a 2-piece molecular cluster, C3H9N2OS overall in a non-equilibrium geometry, with ωB97M-V/def2-TZVPD.

Its total energy is -702.50684 Ha. As for the LUMO energy (alpha / beta): 3.92 / 3.92 eV.

ORCA input file:
```
! wB97M-V def2-TZVPD RIJCOSX def2/J DEFGRID3
* xyz -1 1
C 1.14538 -0.34196 1.17257
C 1.72190 -0.79605 -1.16821
C -1.67698 1.34741 -0.03069
N 0.66708 -0.54318 -0.15225
N -2.52611 0.33938 0.48685
O -3.55519 0.01455 -0.16857
S -0.49612 -1.84484 -0.11554
H 1.70219 0.53846 1.11253
H 0.32930 -0.08238 1.86411
H 1.68062 -1.04011 1.80908
H 1.19778 -0.83251 -2.11412
H 2.40103 0.07711 -1.26485
H 2.05743 -1.86246 -1.15526
H -0.76392 1.16716 -0.38059
H -2.22592 1.84175 -0.82033
H -1.65846 2.01766 0.92527
*
```

---

[2]
Computed, not measured: a 2-piece molecular cluster, C3H9N2P3 overall in a non-equilibrium geometry, with ωB97M-V/def2-TZVPD.

Its total energy is -1253.11419 Ha. As for the LUMO energy (alpha / beta): -1.17 / -1.23 eV.

ORCA input file:
```
! wB97M-V def2-TZVPD RIJCOSX def2/J DEFGRID3
* xyz 0 1
C 3.23943 0.32964 0.04857
C 2.76129 0.31886 -1.35303
C 1.77681 -0.00401 -0.32377
N -0.83506 -0.19344 0.89700
N -3.30509 0.30632 0.89372
P -2.10841 -0.63436 0.18574
P -4.89303 0.62376 0.23298
P 1.04807 -1.63050 -0.08761
H 3.84935 -0.45447 0.44691
H 3.33875 1.27337 0.45327
H 2.57837 1.26551 -1.89217
H 3.00463 -0.49683 -2.11413
H 0.97509 0.73714 -0.11216
H -2.92376 1.03416 1.43871
H -4.84924 -0.27126 -0.74621
H -5.66933 -0.32005 1.07618
H 2.01215 -1.88383 0.95601
*
```

---

[3]
Computed, not measured: one molecule with the formula C3H9N2PS in a non-equilibrium geometry, with ωB97M-V/def2-TZVPD.

Its total energy is -968.63299 Ha. As for the SMILES: PCCC/N=N\S. As for the LUMO energy: 0.85 eV.

ORCA input file:
```
! wB97M-V def2-TZVPD RIJCOSX def2/J DEFGRID3
* xyz 0 1
C -0.11064 0.28519 1.17565
C -1.06888 -0.45246 0.26651
C 1.13055 0.94538 0.45113
N -0.47567 -1.42249 -0.63165
N -0.85238 -2.52184 -0.89570
P 0.66704 2.05821 -0.98440
S -2.28464 -3.27550 -0.35877
H -0.68071 0.97540 1.80815
H 0.44574 -0.11287 2.00653
H -1.81264 -0.89977 1.02188
H -1.61864 0.19879 -0.40193
H 1.74971 1.56522 1.10503
H 1.82746 0.24661 0.06377
H 1.95331 2.22850 -1.54271
H 0.39762 0.84925 -1.70082
H -1.90355 -4.30672 -1.25068
*
```

---

[4]
Computed, not measured: an isolated ion of composition C3H9N2S and charge -1 in a non-equilibrium geometry, with ωB97M-V/def2-TZVPD.

Its total energy is -627.39601 Ha. As for the SMILES: NC[C@H](N)C[S-]. As for the LUMO energy: 4.02 eV.

ORCA input file:
```
! wB97M-V def2-TZVPD RIJCOSX def2/J DEFGRID3
* xyz -1 1
N 0.09262 0.64014 1.38248
C -0.45221 -0.08704 0.34824
C 0.54114 -0.34323 -0.83001
S 2.23567 -0.99061 -0.45565
C -1.81126 0.36435 -0.40169
N -2.66381 1.16635 0.43055
H 1.11857 0.33703 1.25791
H 0.18477 1.61545 1.12013
H -0.68112 -1.13888 0.69007
H -0.09284 -1.09096 -1.47261
H 0.62369 0.55269 -1.50120
H -1.49651 0.98702 -1.24575
H -2.22609 -0.62063 -0.62230
H -2.21475 2.03780 0.31015
H -2.65415 0.92027 1.36356
*
```

---

[5]
Computed, not measured: a 2-piece molecular cluster, C3H9N2S overall in a non-equilibrium geometry, with ωB97M-V/def2-TZVPD.

Its total energy is -627.42328 Ha. As for the LUMO energy: 3.77 eV.

ORCA input file:
```
! wB97M-V def2-TZVPD RIJCOSX def2/J DEFGRID3
* xyz -1 1
C 0.50087 1.99000 -1.75140
C -0.22890 1.25815 -0.65241
S 0.37769 1.82641 0.97915
H 1.58415 1.82089 -1.67881
H 0.37098 3.08954 -1.66724
H 0.14723 1.69044 -2.74987
H -0.01710 0.18072 -0.65665
H -1.33481 1.36717 -0.62683
N -0.25215 -1.06837 1.93714
C -0.27381 -2.22238 1.16851
N -0.31488 -2.25080 -0.13900
H -0.01640 -1.27003 2.90876
H -0.12770 -0.05185 1.55893
H -0.17692 -3.14979 1.78510
H -0.23826 -3.21009 -0.41539
*
```

---

[6]
Computed, not measured: C3H9N3 as an isolated structure in a non-equilibrium geometry, with ωB97M-V/def2-TZVPD.

Its total energy is -283.84975 Ha. As for the LUMO energy: 0.90 eV.

ORCA input file:
```
! wB97M-V def2-TZVPD RIJCOSX def2/J DEFGRID3
* xyz 0 1
C -0.56172 -1.20262 -1.13544
C 1.94734 0.38044 0.53395
N -0.09153 -0.58647 0.10107
C -0.45991 0.75842 0.47309
N -1.78696 1.06750 0.16880
N 0.45240 1.56713 0.75208
H 0.09808 -1.23511 0.85968
H -2.00338 2.00345 0.48705
H -2.45395 0.38358 0.50441
H -0.11240 -2.19210 -1.24964
H -1.65035 -1.30910 -1.16286
H -0.26713 -0.56863 -1.97412
H 2.19039 0.43962 1.58836
H 2.21808 -0.59803 0.13947
H 2.48107 1.09191 -0.08589
*
```

---

[7]
Computed, not measured: one molecule with the formula C3H9N3 in a non-equilibrium geometry, with ωB97M-V/def2-TZVPD.

Its total energy is -283.86359 Ha. As for the LUMO energy: 0.88 eV.

ORCA input file:
```
! wB97M-V def2-TZVPD RIJCOSX def2/J DEFGRID3
* xyz 0 1
C -0.47334 1.88199 0.66608
N 1.03384 -0.08328 0.69060
C -0.26496 0.40458 0.48825
N 1.54366 -0.82333 -0.72144
N -0.82822 -1.66693 -0.49748
C -1.20311 -0.46319 -0.03767
H 0.95965 -0.96079 1.20859
H 2.42960 -1.27866 -0.53186
H 1.66766 -0.07711 -1.39558
H -1.56921 -2.18042 -0.95561
H 0.52939 -1.47268 -0.85592
H -2.22212 -0.10608 -0.19561
H 0.07638 2.47634 -0.07450
H -1.53181 2.12947 0.55928
H -0.14739 2.22008 1.65286
*
```

---

[8]
Computed, not measured: C3H9N3 as an isolated structure in a non-equilibrium geometry, with ωB97M-V/def2-TZVPD.

Its total energy is -283.74429 Ha. As for the LUMO energy: 0.69 eV.

ORCA input file:
```
! wB97M-V def2-TZVPD RIJCOSX def2/J DEFGRID3
* xyz 0 1
C 0.48413 1.68503 -1.10782
C 0.56309 -0.20635 0.42305
C -0.70871 -0.28128 1.18623
H 0.17061 0.51933 -1.68061
H 1.26721 2.56323 -1.74077
H -0.60623 2.49037 -1.22626
H 1.86483 1.41801 0.24619
H 0.62205 -0.79205 -0.43611
H 1.65791 -0.55505 0.85656
H -1.18853 0.54566 1.65538
H -0.31881 -2.21036 -0.29161
H -1.78796 -3.06057 0.18866
N 0.77200 1.37169 0.37212
N -1.58329 -1.17452 1.11785
N -1.20828 -2.31315 0.43714
*
```

---

Calculated energy above the lowest of the compared OMol25 structures with the same formula, charge and spin, 6.412 2.407 4.069 1.211 0.469 3.629 3.252 6.499 eV (same order as the records).